144
Properties=species:S:1:pos:R:3:forces:R:3:lowdin_spin:R:1 method="wB97M-V/def2-TZVPD" homo_energy_ev="-8.67 / -8.73" charge=0 spin_multiplicity=2 orbital_gap_ev="8.39 / 8.40"
O -3.5193 -0.2948 -2.3267 -0.50 -0.79 0.29 -0.140
V -3.3097 -0.4975 -0.7970 1.89 4.13 0.15 1.081
C -5.9759 2.2427 1.1686 -0.08 0.27 1.21 -0.001
C -4.6364 2.3033 0.4732 0.80 0.31 -0.19 0.002
C -3.5255 2.8086 1.4000 0.27 -0.38 -0.28 0.001
O -4.2983 1.0548 -0.0296 0.77 -2.77 -0.70 0.000
H -5.8934 1.5499 2.0163 -0.11 -0.48 -0.42 0.000
H -6.8159 1.9940 0.5258 0.09 -0.16 -0.06 0.000
H -6.2119 3.1534 1.7320 0.06 0.34 -0.59 0.000
H -4.6440 3.0290 -0.3551 -0.39 -0.02 -0.04 0.000
H -3.3789 2.1301 2.2455 -0.27 0.16 0.16 0.000
H -3.6953 3.8353 1.7237 0.02 -0.03 0.13 0.000
H -2.5871 2.7435 0.8423 -0.02 0.21 -0.04 0.000
C 0.1495 0.9826 0.8614 -0.87 -0.62 0.71 0.000
C -0.1344 -0.0526 -0.2420 1.23 0.45 -0.21 0.003
C 0.2007 -1.4811 0.1435 -0.64 -0.68 -0.34 0.001
O -1.3526 0.1564 -0.8600 -1.70 -0.67 0.27 0.024
H -0.7447 1.0982 1.4864 -0.14 0.21 -0.28 0.000
H 0.4147 1.9295 0.3998 0.08 0.08 0.20 0.000
H 0.8944 0.6544 1.5948 0.38 0.03 -0.39 0.000
H 0.6691 0.1888 -0.9716 -0.24 -0.06 -0.31 -0.001
H -0.4753 -1.8757 0.9046 0.14 0.16 0.17 0.000
H 1.2419 -1.6751 0.4119 -0.03 0.39 0.35 0.000
H 0.0645 -2.1135 -0.7388 -0.09 0.09 -0.03 0.000
O 4.7804 0.0133 -1.2866 0.03 0.12 -0.30 0.000
S 5.7076 0.3810 -0.2617 -0.97 -1.23 1.07 0.000
O 7.0607 0.6542 -0.5825 0.20 0.66 0.02 0.000
O 5.0831 1.5980 0.5525 0.63 0.18 -0.45 0.000
C 3.8770 1.3660 1.2865 -0.62 0.20 1.46 0.000
C 3.1814 2.7036 1.4852 0.08 -0.14 -1.23 0.000
C 5.6534 -0.9095 0.9815 -0.30 -0.53 -0.30 0.000
H 4.1459 0.9979 2.2825 0.15 -0.27 -0.17 0.000
H 3.2171 0.6349 0.8171 0.15 0.06 -0.29 0.000
H 3.8881 3.4386 1.8636 -0.05 0.07 -0.02 0.000
H 2.2915 2.6708 2.1096 0.14 -0.33 0.19 0.000
H 2.8399 2.9725 0.4819 0.01 0.54 0.15 0.000
H 4.7326 -1.4881 0.8970 -0.14 0.28 -0.22 0.000
H 5.6957 -0.5219 1.9943 0.47 0.13 -0.07 0.000
H 6.4454 -1.6173 0.7473 0.25 0.23 0.16 0.000
O -2.5180 1.0967 6.1070 0.05 -0.26 0.38 0.000
S -1.3860 1.9519 6.0013 1.48 0.91 -1.59 0.000
O -1.4231 3.3303 6.3788 -0.46 0.02 0.37 0.000
O -0.1393 1.2725 6.7432 -0.79 -0.06 -0.10 0.000
C 1.0519 2.0904 6.9007 -0.49 0.10 0.96 0.000
C 1.9011 1.3781 7.9265 1.11 0.02 -0.38 0.000
C -0.7473 1.8610 4.3150 -0.44 -0.77 0.62 0.000
H 0.7395 3.0547 7.3002 0.04 0.08 -0.24 0.000
H 1.5281 2.2362 5.9318 0.11 -0.21 0.03 0.000
H 1.6394 1.5801 8.9617 -0.47 -0.12 -0.09 0.000
H 2.9351 1.7268 7.8331 -0.05 0.04 -0.08 0.000
H 1.9345 0.3078 7.7266 -0.15 -0.02 0.13 0.000
H -0.5488 0.7912 4.2455 0.19 0.06 -0.48 0.000
H 0.1532 2.4561 4.2029 0.00 0.04 0.15 0.000
H -1.4798 2.1476 3.5644 -0.18 0.13 0.23 0.000
O 1.1997 -0.9196 -5.2321 0.04 -0.04 0.27 0.000
S -0.1669 -0.6553 -5.5923 -0.12 0.63 0.41 0.000
O -0.4558 -0.0730 -6.8553 -0.20 -0.34 -0.28 0.000
O -0.9728 -2.0278 -5.5341 0.29 0.16 -0.23 0.000
C -0.8987 -2.8249 -4.3330 -0.41 -0.23 0.05 0.000
C -0.8454 -4.2781 -4.7505 -0.56 0.27 -0.65 0.000
C -0.9723 0.3244 -4.3091 0.01 -0.66 -1.06 -0.001
H -1.8311 -2.6191 -3.8016 0.15 0.02 0.26 0.000
H -0.0489 -2.5402 -3.7153 0.01 0.07 -0.05 0.000
H 0.0455 -4.4893 -5.3384 0.20 -0.12 0.34 0.000
H -1.6876 -4.4484 -5.4283 -0.01 -0.03 0.04 0.000
H -0.9848 -4.9423 -3.9033 0.37 -0.03 0.11 0.000
H -1.1138 1.3142 -4.7352 0.37 0.12 0.17 0.000
H -0.3751 0.2730 -3.4052 -0.28 0.14 0.20 0.000
H -1.9673 -0.1077 -4.2341 0.02 -0.03 0.51 0.000
O -2.7054 -2.6168 -1.0177 -0.20 0.27 0.49 0.018
S -2.1173 -3.8951 -0.7158 -0.80 -0.95 0.60 0.003
O -0.9484 -4.3038 -1.4097 0.13 0.15 -0.25 0.001
O -1.9133 -4.0086 0.8547 0.18 0.62 -0.27 0.000
C -0.8215 -4.8345 1.3291 1.53 -0.61 -0.42 0.000
C -0.1077 -4.2789 2.5371 -0.90 0.61 0.86 0.000
C -3.3822 -5.1312 -0.9174 0.02 0.32 -0.47 0.000
H -0.0394 -4.8707 0.5676 -0.34 0.01 -0.29 0.000
H -1.1777 -5.8590 1.4537 -0.23 0.13 0.20 0.000
H -0.6813 -4.3527 3.4663 -0.09 -0.14 -0.10 0.000
H 0.0749 -3.2120 2.4122 0.19 -0.08 -0.15 0.000
H 0.8406 -4.7839 2.7070 0.00 -0.12 -0.27 0.000
H -2.8476 -6.0655 -1.0674 -0.17 -0.12 0.11 0.000
H -3.9726 -4.8786 -1.7971 0.19 -0.04 -0.13 0.000
H -4.0539 -5.1482 -0.0646 0.20 0.04 0.17 0.000
O 0.7190 2.6928 -6.4090 0.32 0.13 -0.10 0.000
S 0.3931 3.6610 -5.4127 0.16 -0.13 -0.01 0.000
O -0.9812 3.9751 -5.1962 0.01 0.12 0.27 0.000
O 0.9682 3.1372 -4.0015 -0.19 0.37 -0.96 0.000
C 2.3272 2.7012 -4.0435 1.24 -0.94 0.97 0.000
C 2.6561 2.1584 -2.6612 -0.49 0.04 0.09 0.000
C 1.3100 5.1637 -5.6960 -0.53 -0.19 0.39 0.000
H 3.0343 3.5058 -4.2654 -0.37 0.32 -0.03 0.000
H 2.5545 1.9056 -4.7559 -0.77 0.09 -0.33 0.000
H 3.6446 1.7047 -2.6645 0.14 0.30 0.18 0.000
H 1.9692 1.3684 -2.3439 -0.12 -0.02 -0.34 0.000
H 2.5353 2.9524 -1.9208 0.41 0.01 0.05 0.000
H 2.3265 4.9225 -5.9856 -0.01 0.04 -0.13 0.000
H 1.2661 5.7563 -4.7835 0.02 -0.06 0.06 0.000
H 0.7506 5.6854 -6.4689 0.18 -0.05 -0.18 0.000
O -2.7765 5.9449 -2.3896 -0.29 0.13 0.06 0.000
S -1.6068 5.2342 -2.0127 -0.13 -1.02 -0.22 0.000
O -0.3368 5.6212 -2.5479 0.27 0.18 0.28 0.000
O -1.5882 5.2837 -0.4067 0.35 0.37 -0.35 0.000
C -0.4156 4.7416 0.2226 0.51 0.41 0.39 0.000
C -0.2762 5.3295 1.6145 -0.69 -0.31 0.03 0.000
C -1.8169 3.4818 -2.2361 0.05 0.00 -0.08 0.000
H 0.4837 5.0381 -0.3211 -0.17 -0.27 -0.39 0.000
H -0.5152 3.6585 0.2512 0.01 0.00 0.03 0.000
H -1.2497 5.3149 2.1102 0.07 0.01 0.09 0.000
H 0.0785 6.3573 1.5871 0.06 -0.02 -0.01 0.000
H 0.4035 4.7038 2.1953 0.11 0.13 0.01 0.000
H -0.9178 2.9620 -1.9085 -0.06 0.07 0.32 0.000
H -1.9123 3.2218 -3.2859 -0.23 0.43 -0.09 0.000
H -2.6997 3.1853 -1.6742 0.06 -0.12 0.03 0.000
O -1.7699 -1.3466 3.5300 0.33 -0.48 -0.02 0.000
S -2.9756 -1.4589 2.7795 -1.89 1.41 1.22 0.001
O -2.9642 -1.0317 1.4108 0.07 -1.15 -0.34 0.006
O -3.6240 -2.9017 2.9032 0.65 0.46 -0.69 0.000
C -3.9230 -3.3666 4.2443 -0.50 -1.22 -0.51 0.000
C -3.9726 -4.8879 4.1496 1.04 0.17 0.30 0.000
C -4.2463 -0.4524 3.5746 1.06 -0.41 -0.69 0.000
H -4.9301 -3.0318 4.4916 0.24 0.49 0.24 0.000
H -3.1363 -3.0583 4.9289 -0.22 0.27 0.13 0.000
H -4.4342 -5.2480 3.2340 -0.39 0.15 0.12 0.000
H -4.4460 -5.2812 5.0477 -0.19 -0.12 -0.15 0.000
H -2.9458 -5.2619 4.1403 -0.05 -0.10 -0.02 0.000
H -5.1935 -0.6024 3.0645 -0.01 -0.13 0.03 0.000
H -3.8746 0.5439 3.3481 -0.21 0.17 0.43 0.000
H -4.2563 -0.6910 4.6322 -0.06 0.27 0.07 0.000
O 3.0582 -4.4440 -3.0157 -0.10 -0.18 -0.01 0.000
S 3.1363 -3.5404 -1.9106 0.53 0.76 -0.53 0.000
O 2.4544 -3.8173 -0.6865 0.03 -0.13 0.18 0.000
O 4.6760 -3.3503 -1.5150 -0.48 -0.18 0.22 0.000
C 5.6512 -3.3992 -2.5870 -0.25 0.14 -0.20 0.000
C 6.2546 -4.7775 -2.6763 0.37 -0.19 0.36 0.000
C 2.7147 -1.8910 -2.4422 0.01 -0.34 0.34 0.000
H 6.3401 -2.5908 -2.3439 0.24 -0.22 -0.01 0.000
H 5.1797 -3.1402 -3.5382 -0.11 0.00 0.10 0.000
H 6.8186 -5.0395 -1.7784 0.05 0.21 0.02 0.000
H 6.9368 -4.8362 -3.5251 -0.07 -0.02 -0.04 0.000
H 5.4823 -5.5393 -2.7665 -0.11 0.14 -0.28 0.000
H 1.8945 -1.9390 -3.1520 -0.11 -0.01 0.09 0.000
H 3.5544 -1.3833 -2.9068 0.12 -0.21 -0.02 0.000
H 2.4646 -1.3898 -1.5107 -0.15 0.26 -0.19 0.000



142
Properties=species:S:1:pos:R:3:forces:R:3:lowdin_charge:R:1 method="wB97M-V/def2-TZVPD" smiles="CCCCCCCCCCCCCCCN(P(N)O)S(=O)(=O)F.COP(=O)(OC)OC.COP(=O)(OC)OC.COP(=O)(OC)OC.COP(=O)(OC)OC.COP(=O)(OC)OC" homo_energy_ev=-9.25 charge=0 orbital_gap_ev=7.28
C 4.2953 4.5271 4.8516 -0.64 -0.72 0.76 -0.120
C 2.8695 3.8544 5.1391 0.96 0.10 -1.44 -0.242
C 3.0201 2.3196 4.7975 -0.30 0.52 0.83 -0.234
C 1.7029 1.4628 5.0032 1.49 -0.91 -0.44 -0.166
C 2.1577 -0.0482 5.2866 -1.63 0.15 0.06 -0.205
C 2.1328 -0.4499 6.8126 0.46 0.33 -0.11 -0.192
C 3.2723 0.2149 7.7000 -0.28 -1.16 0.42 -0.194
C 4.6696 -0.5581 7.6273 0.09 0.89 0.41 -0.187
C 5.7965 0.3291 6.9307 0.01 -1.18 -0.15 -0.212
C 6.1496 -0.1336 5.4686 0.55 1.23 -0.51 -0.211
C 7.1490 0.9380 4.8261 -0.29 -0.95 0.60 -0.210
C 7.7179 0.4522 3.4279 -0.24 1.94 0.13 -0.185
C 6.9991 1.3322 2.3063 0.08 -0.82 -1.04 -0.209
C 6.7578 0.5067 0.9546 0.63 -0.01 0.93 -0.211
C 5.6801 -0.6271 1.1507 1.90 -0.64 0.10 -0.263
N 4.3284 -0.1441 1.5834 -1.27 -1.53 -1.93 -0.351
P 3.8755 1.4107 0.8733 -0.04 2.10 -0.16 0.885
N 2.1267 1.5433 1.1237 1.44 -0.24 0.30 -0.140
O 4.0549 1.4179 -0.8172 -0.76 -0.46 1.32 -0.290
S 3.1139 -1.3540 1.3532 -4.72 0.16 0.69 0.737
O 2.4354 -1.2895 0.0346 3.22 -0.81 2.64 -0.302
O 2.1491 -1.2327 2.4836 3.02 -0.53 -2.47 -0.311
F 3.8458 -2.8435 1.5546 -0.46 2.53 -0.43 -0.198
H 4.3566 5.5753 5.2464 -0.01 -0.91 -0.59 0.069
H 5.0546 3.8916 5.3934 -0.52 0.80 -0.56 0.057
H 4.5112 4.4647 3.7508 -0.14 0.26 1.04 0.068
H 2.4928 4.0664 6.1732 0.43 -0.40 -0.86 0.107
H 2.1553 4.3077 4.3976 0.36 -0.36 0.85 0.103
H 3.4198 2.2245 3.7389 -0.53 0.06 1.06 0.082
H 3.8394 1.8995 5.4566 -0.87 0.41 -0.67 0.077
H 1.0434 1.8372 5.8340 0.65 -0.24 -0.91 0.121
H 1.1448 1.4387 4.0261 0.13 0.28 1.07 0.089
H 1.3891 -0.6916 4.7632 0.96 0.49 0.65 0.074
H 3.1348 -0.2409 4.7702 -0.79 0.09 0.66 0.082
H 2.2340 -1.5729 6.8686 -0.03 1.09 0.09 0.108
H 1.1326 -0.2024 7.2820 0.96 -0.18 -0.80 0.115
H 3.4242 1.3086 7.4852 -0.28 -1.07 0.12 0.094
H 2.9124 0.1342 8.7701 0.38 0.25 -1.11 0.104
H 4.9948 -0.7583 8.6939 -0.32 0.20 -1.18 0.101
H 4.5732 -1.5760 7.1459 0.04 1.17 0.29 0.109
H 6.7342 0.2453 7.5549 -0.84 0.24 -0.74 0.111
H 5.4916 1.4114 6.9042 0.27 -0.99 0.12 0.095
H 5.2539 -0.1518 4.7736 0.73 -0.13 0.95 0.094
H 6.6348 -1.1449 5.4289 -0.49 0.80 0.27 0.113
H 7.9821 1.1450 5.5528 -0.70 -0.30 -0.63 0.109
H 6.5581 1.8992 4.7489 0.78 -0.91 -0.18 0.094
H 7.5990 -0.6505 3.2669 0.02 0.99 0.24 0.096
H 8.8169 0.7152 3.3976 -1.11 -0.58 -0.10 0.110
H 6.0128 1.7399 2.6541 0.97 -0.41 -0.16 0.057
H 7.6523 2.2028 2.0329 -0.62 -0.68 0.40 0.113
H 6.5833 1.1743 0.0715 -0.14 -0.66 0.85 0.090
H 7.7423 -0.0185 0.7504 -1.18 0.36 0.07 0.125
H 6.0594 -1.2883 1.9876 -0.53 0.73 -0.88 0.113
H 5.6666 -1.2842 0.2351 -0.37 0.84 0.73 0.129
H 1.9442 2.5579 1.1022 0.11 -0.51 -0.14 0.054
H 1.9382 1.2755 2.0989 -0.11 -0.16 -0.34 0.005
H 4.2718 2.3458 -1.0224 0.08 -0.48 0.04 0.045
C 2.7568 -10.0895 2.8091 -0.53 -0.53 0.22 -0.137
O 3.0660 -8.7084 2.9249 -1.90 2.05 -0.23 -0.306
P 2.9050 -7.7607 1.5052 6.82 -3.39 -4.38 0.716
O 3.1897 -8.8755 0.5085 -1.64 0.70 1.21 -0.289
O 4.3101 -6.9595 1.8585 -1.53 0.41 0.55 -0.272
C 5.0828 -7.1945 3.0286 0.37 0.02 0.24 -0.110
O 2.5276 -6.6363 0.2691 -1.10 0.05 2.90 -0.239
C 2.8964 -5.2665 0.4596 -0.07 0.39 -0.22 -0.150
H 2.7610 -10.5232 3.8124 -0.05 0.34 0.07 0.088
H 1.7608 -10.2281 2.3833 0.21 -0.18 -0.09 0.087
H 3.5036 -10.6123 2.2142 -0.10 0.24 -0.23 0.087
H 5.5438 -8.1849 2.9933 -0.18 0.04 0.07 0.094
H 4.4859 -7.0817 3.9317 0.07 -0.12 -0.02 0.084
H 5.8853 -6.4550 3.0641 -0.14 0.08 -0.27 0.089
H 3.9798 -5.1489 0.3991 -0.13 -0.15 0.17 0.080
H 2.5320 -4.8984 1.4172 0.08 0.14 -0.09 0.075
H 2.4641 -4.6706 -0.3459 -0.27 -0.21 0.06 0.090
C -0.0870 -0.1675 -0.6932 0.16 0.12 0.63 -0.141
O -0.1103 -0.4204 -2.0928 1.82 1.05 -1.95 -0.288
P -0.6087 0.8690 -3.1021 -8.59 -0.38 3.32 0.735
O -1.5144 1.5130 -2.0605 1.80 0.20 -0.10 -0.299
O -1.5121 -0.1798 -4.0106 1.61 0.37 -0.44 -0.277
C -1.5381 -1.5864 -3.8010 -0.16 -0.44 -0.06 -0.107
O -0.9342 2.1592 -4.1804 2.66 -1.77 -0.61 -0.261
C -1.0335 1.8373 -5.5710 -0.09 0.36 -0.55 -0.143
H 0.3843 -1.0148 -0.2019 0.04 0.01 -0.40 0.060
H 0.5029 0.7212 -0.4727 -0.21 -0.13 0.17 0.057
H -1.0963 -0.0690 -0.2931 -0.06 0.29 -0.35 0.089
H -2.0329 -1.8257 -2.8563 0.20 0.06 -0.02 0.095
H -0.5375 -2.0135 -3.8281 -0.08 -0.02 0.12 0.086
H -2.1181 -2.0428 -4.6057 -0.01 0.31 -0.09 0.089
H -1.9406 1.2619 -5.7679 0.20 -0.07 0.11 0.075
H -0.1579 1.2811 -5.9052 -0.12 0.02 -0.19 0.083
H -1.1123 2.7650 -6.1401 0.23 0.10 0.21 0.089
C -5.3259 -0.8284 6.4953 -0.44 -0.34 0.53 -0.138
O -4.7617 -1.0465 5.2108 1.21 -2.42 -0.77 -0.304
P -3.0601 -1.2431 5.1390 2.13 8.37 1.85 0.715
O -2.7275 -0.3991 6.3621 -0.69 -1.97 -0.41 -0.294
O -2.9881 -0.3025 3.7789 -0.28 -1.69 0.09 -0.273
C -4.1291 0.2593 3.1398 -0.21 0.32 -0.31 -0.105
O -1.4321 -1.7346 4.9321 -2.51 -1.63 -0.87 -0.251
C -0.9380 -1.9087 3.6000 0.43 -0.17 -0.30 -0.141
H -6.4139 -0.8719 6.3996 0.10 -0.17 -0.29 0.088
H -5.0147 -1.6099 7.1919 -0.01 0.28 0.10 0.086
H -5.0618 0.1550 6.8803 0.31 -0.13 -0.06 0.087
H -4.5794 1.0332 3.7665 -0.03 -0.20 0.02 0.094
H -4.8626 -0.5040 2.8873 -0.04 0.11 0.08 0.085
H -3.8045 0.7309 2.2104 0.27 -0.11 0.11 0.091
H -0.8350 -0.9430 3.1005 -0.17 -0.10 0.07 0.082
H -1.5954 -2.5607 3.0246 0.14 0.05 -0.14 0.086
H 0.0581 -2.3503 3.6493 -0.15 -0.15 0.24 0.071
C -9.0996 2.8389 -5.6970 -0.58 -0.43 0.17 -0.129
O -7.7090 2.8398 -5.9997 1.62 -1.97 1.30 -0.355
P -6.6422 3.0283 -4.6633 -1.50 8.56 2.04 0.729
O -7.5932 3.8389 -3.7931 0.22 -2.07 -0.58 -0.288
O -5.6860 4.0647 -5.5328 0.01 -1.74 0.00 -0.265
C -5.9148 4.4162 -6.8920 0.04 0.24 -0.31 -0.095
O -5.4658 2.9185 -3.4242 -0.57 -2.08 -2.44 -0.233
C -4.0802 2.9529 -3.7909 0.65 0.01 0.30 -0.121
H -9.6459 2.5645 -6.6027 0.27 -0.13 -0.04 0.078
H -9.3264 2.0984 -4.9273 -0.12 0.26 0.01 0.092
H -9.4370 3.8271 -5.3897 0.24 -0.06 0.22 0.093
H -6.8183 5.0245 -6.9869 0.00 -0.19 -0.01 0.101
H -5.9764 3.5361 -7.5280 -0.04 0.11 -0.03 0.072
H -5.0722 5.0173 -7.2375 0.07 -0.07 0.27 0.096
H -3.7986 3.9517 -4.1320 -0.21 -0.14 -0.13 0.091
H -3.8707 2.2170 -4.5669 0.19 0.06 0.06 0.077
H -3.4734 2.7345 -2.9115 -0.23 -0.31 0.01 0.074
C -7.4032 2.9925 -14.1050 -0.22 0.51 -0.55 -0.137
O -7.9313 2.1962 -13.0545 -1.93 0.92 1.82 -0.306
P -7.5352 2.6689 -11.4549 8.53 -2.16 -0.28 0.717
O -6.1970 3.3174 -11.7824 -2.07 0.48 -0.12 -0.292
O -7.2955 1.0874 -11.0276 -1.46 0.82 0.03 -0.272
C -7.4909 -0.0098 -11.9107 0.06 -0.42 -0.13 -0.111
O -7.4705 3.1646 -9.8159 -2.62 -0.57 -1.73 -0.246
C -8.0067 2.2917 -8.8136 -0.24 0.15 0.52 -0.135
H -7.8578 2.6620 -15.0425 -0.23 -0.12 0.24 0.088
H -7.6563 4.0446 -13.9572 0.27 -0.07 -0.10 0.087
H -6.3254 2.8666 -14.1918 -0.02 0.10 0.33 0.087
H -6.7349 -0.0084 -12.7000 -0.17 0.10 -0.01 0.094
H -8.4916 -0.0056 -12.3388 0.11 0.00 -0.09 0.084
H -7.3753 -0.9338 -11.3409 0.05 0.22 0.22 0.090
H -7.3724 1.4099 -8.6942 -0.11 0.06 -0.19 0.097
H -9.0243 1.9903 -9.0660 0.04 -0.12 0.11 0.090
H -8.0086 2.8179 -7.8535 0.00 0.03 -0.90 0.036



Question: Which value of charge does entry 1 give?
Answer: 0



Question: Look up the charge of the second one.
Answer: 0